No. 1
17
Properties=species:S:1:pos:R:3:forces:R:3:mulliken_charge:R:1 method="wB97M-V/def2-TZVPD" smiles="C[C@H]1N[C@H]1C1=CN1.[H][H]" relative_energy_ev=5.133 orbital_gap_ev=9.42 lumo_ev=1.2 largest_force_ev_per_a=0.42
C -1.8143 -0.2558 0.2027 0.013 0.037 0.035 -1.236
C -1.0528 -0.3228 -1.0985 -0.107 -0.202 0.059 0.166
N -0.5945 0.8769 -1.7838 -0.076 0.234 0.005 -0.704
C 0.4074 -0.0265 -1.1962 0.220 -0.094 0.072 -0.063
C 1.1527 0.4430 -0.0366 0.128 -0.078 -0.094 0.084
C 2.1311 0.5857 0.7684 0.153 -0.158 -0.149 -0.303
N 0.8884 1.3683 1.1150 -0.140 0.392 0.075 -0.544
H -2.8518 0.0431 0.0132 0.145 -0.045 0.025 0.335
H -1.3574 0.4504 0.9024 -0.084 -0.103 -0.127 0.372
H -1.8310 -1.2407 0.6815 0.008 0.131 -0.075 0.286
H -1.4143 -1.0764 -1.7981 0.080 0.093 0.111 0.389
H -0.7118 1.6824 -1.1694 0.004 -0.094 -0.056 0.301
H 1.0042 -0.5763 -1.9205 -0.082 0.093 0.117 0.370
H 0.7986 -2.7968 0.7566 0.028 0.025 0.013 0.224
H 1.0978 -2.1253 0.8744 -0.049 -0.086 -0.003 -0.229
H 3.1031 0.4062 1.1963 -0.216 -0.001 -0.089 0.355
H 1.0250 2.3313 0.7792 -0.023 -0.145 0.083 0.197

No. 2
17
Properties=species:S:1:pos:R:3:forces:R:3:mulliken_charge:R:1 method="wB97M-V/def2-TZVPD" smiles="C=C([C@H]1CN1)[C@H]1CO1" relative_energy_ev=7.459 orbital_gap_ev=9.57 lumo_ev=0.4 largest_force_ev_per_a=6.71
C 0.0235 2.0499 -0.3196 -3.030 -3.409 2.949 -0.737
C 0.0160 0.6933 0.1456 -3.897 5.331 -1.195 0.152
C -1.2953 -0.0494 0.6021 1.332 -1.579 -0.466 -0.163
C -2.4312 -0.1022 -0.2814 -2.039 1.403 0.385 -0.357
C 1.0634 -0.1149 0.4719 4.766 -3.618 1.414 0.113
C 1.8391 -1.1670 -0.3555 3.738 -0.524 -0.187 -0.300
H -1.1736 2.2332 -0.3114 3.200 1.053 -0.297 0.181
H 0.8533 2.8301 -0.1470 -1.427 -1.632 -1.072 0.303
H -1.5957 -0.4940 1.5982 1.594 1.584 -0.532 0.313
H -2.3598 0.7713 -1.0177 -0.955 -1.898 0.524 0.348
H -3.4127 -0.3694 0.3702 1.923 1.084 -2.417 0.237
H -2.0175 -1.8978 0.2432 1.702 0.437 -1.745 0.258
H 0.8788 -0.3647 1.5885 1.154 -0.075 -1.463 0.231
H 2.6008 -2.0314 0.2489 -2.928 2.423 -1.560 0.189
H 1.9485 -1.4082 -1.5694 -1.195 1.018 3.408 0.226
N -1.4497 -1.2243 -0.3856 -2.651 -0.317 2.041 -0.562
O 2.3916 0.1804 0.0147 -1.286 -1.282 0.213 -0.433

No. 3
55
Properties=species:S:1:pos:R:3:forces:R:3:mulliken_charge:R:1 method="wB97M-V/def2-TZVPD" smiles="O=C(O)c1cc(O)cc(Oc2cccc([N+](=O)[O-])c2)c1.CNC(=O)[C@H](CC(N)=O)NC(C)=O" relative_energy_ev=0.316 orbital_gap_ev=8.55 lumo_ev=-0.8 largest_force_ev_per_a=3.57
O -3.3817 2.3029 -6.2365 1.032 0.228 0.410 -0.578
O 2.3211 0.4684 4.9479 0.011 -0.189 -0.300 -0.618
O 0.6308 -2.8472 3.8313 0.617 -0.398 0.159 -0.694
O 3.2447 -1.0138 0.1359 -0.461 -0.195 0.079 -0.635
O 2.4553 -1.2291 -3.1079 -0.880 -1.165 0.676 -0.592
O 2.3982 -3.3595 -2.6412 -0.791 1.356 0.108 -0.624
O -1.2669 2.6395 -5.5177 -0.667 -0.268 0.395 -0.440
O -6.0720 1.8375 -1.9198 0.116 -0.044 0.062 -0.552
O -1.5729 0.6741 -0.8002 0.187 0.289 0.329 -0.406
C -2.5651 2.3074 -5.3302 -1.403 0.016 -1.227 0.351
C 1.8411 1.0746 4.0024 0.337 0.315 2.044 0.777
C 0.2383 -2.0042 3.0493 1.864 -0.974 0.198 0.074
C 3.4286 -0.6299 1.2844 -0.798 -0.129 -1.041 0.052
C -1.3803 -2.9882 -0.9897 0.431 0.620 -0.202 -0.805
C -1.8650 -1.7037 -0.7377 0.113 -0.057 -0.035 0.055
C -3.8221 1.2743 -1.3634 0.188 -0.183 0.336 -0.394
C -4.3590 2.0463 -3.5846 0.498 0.041 -0.417 -0.471
C -2.0794 1.4870 -3.0164 0.150 0.016 -0.010 -0.665
C -0.1352 -3.1581 -1.6012 0.422 -0.027 -0.207 -0.454
C 0.1482 -0.7621 -1.6832 0.297 0.034 -0.203 0.607
C -4.7626 1.7219 -2.2887 0.319 0.221 -0.813 0.751
C -2.4786 1.1337 -1.7206 -1.362 0.769 -1.350 0.200
C -1.1052 -0.5825 -1.0833 0.844 -1.743 -0.341 -0.397
C -3.0074 1.9445 -3.9684 0.352 -0.372 2.040 -0.192
C 0.6556 -2.0492 -1.9714 -3.128 0.372 1.675 -0.582
N -0.9581 -1.4857 3.2066 -1.546 1.058 -0.270 -0.290
N 4.6132 -0.0975 1.6059 0.765 0.378 1.054 -0.143
N 1.8348 0.6094 2.7550 0.411 -0.648 -1.382 0.010
N 1.9103 -2.2220 -2.6081 2.624 -0.218 -1.199 1.125
C 1.2243 2.4376 4.2106 0.000 -0.097 -0.038 -1.321
C 5.0457 0.3963 2.9152 -0.316 -0.112 -0.156 -0.820
C 1.0900 -1.5454 1.8840 0.400 0.012 -0.307 0.450
C 2.3056 -0.7186 2.3435 -0.132 -0.069 0.271 -0.046
H -1.1993 2.8416 -6.4633 0.084 -0.026 -0.003 0.349
H -6.6091 2.1372 -2.6710 0.335 -0.126 0.265 0.301
H -1.9712 -3.8575 -0.7144 0.142 0.163 -0.066 0.412
H -2.8353 -1.5705 -0.2704 0.062 0.043 -0.038 0.451
H -4.1452 1.0251 -0.3595 0.028 -0.005 -0.017 0.508
H -5.0894 2.3936 -4.3094 0.093 -0.031 0.009 0.365
H -1.0320 1.3974 -3.2875 -0.114 0.029 0.004 0.529
H 0.2136 -4.1701 -1.7923 0.105 0.299 -0.032 0.471
H 0.7359 0.1193 -1.9200 0.028 -0.184 -0.032 0.633
H -1.4640 -1.8089 4.0115 -0.308 0.171 -0.024 0.241
H -1.3012 -0.7907 2.5743 -0.340 0.136 0.093 0.183
H 5.2836 -0.0810 0.8523 -0.188 -0.046 -0.039 0.332
H 1.4474 1.2002 2.0389 -0.044 -0.040 -0.133 0.183
H 1.7634 3.1738 3.6180 -0.104 0.174 -0.080 0.341
H 1.2933 2.6971 5.2665 0.017 -0.077 -0.163 0.343
H 0.1782 2.4099 3.9121 -0.088 0.184 -0.084 0.321
H 6.1316 0.4999 2.9295 -0.146 -0.071 -0.107 0.343
H 4.7541 -0.2976 3.7071 0.020 0.153 -0.033 0.295
H 4.5989 1.3710 3.1177 0.073 -0.019 0.137 0.213
H 1.4377 -2.4442 1.3746 -0.006 0.035 -0.032 0.499
H 0.4939 -0.9708 1.1804 0.028 0.108 -0.242 -0.571
H 2.7409 -1.2333 3.2030 -0.172 0.293 0.277 0.525

No. 4
9
Properties=species:S:1:pos:R:3:forces:R:3:mulliken_charge:R:1 method="wB97M-V/def2-TZVPD" relative_energy_ev=4.534 orbital_gap_ev=7.95 lumo_ev=-0.6 largest_force_ev_per_a=4.50
C -1.7411 0.3109 0.3106 -0.808 -1.284 2.976 0.002
C 1.9033 0.2204 0.2700 -0.364 0.271 -0.335 -0.079
O -2.2458 1.3211 -0.0721 -0.229 0.741 -0.688 -0.376
O 2.8440 0.4929 -0.4230 -1.286 -0.434 0.368 -0.379
Si -0.3297 -0.5192 -0.6440 2.676 1.903 3.081 0.503
H -2.1431 -0.1106 1.3878 0.944 0.473 -1.976 0.269
H 2.0830 0.2438 1.4139 -0.679 -0.221 -1.019 0.268
H -0.4621 -0.1612 -1.9477 -0.123 0.528 -2.655 -0.102
H 0.0914 -1.7981 -0.2955 -0.131 -1.977 0.247 -0.105

No. 5
47
Properties=species:S:1:pos:R:3:forces:R:3:mulliken_charge:R:1 method="wB97M-V/def2-TZVPD" smiles="CC(C)(C(=O)O[C@]12C[C@H]3C[C@H](C[C@H](C3)C1)C2)c1cccnc1" relative_energy_ev=0.504 orbital_gap_ev=10.01 lumo_ev=0.7 largest_force_ev_per_a=3.07
O -1.4332 -1.2267 -1.1310 0.677 0.095 0.583 -0.607
N -2.4936 4.0663 -0.2881 0.123 1.549 -0.124 -0.657
O -0.6120 -0.3325 0.8006 -1.908 0.186 -0.877 -0.272
C -1.5545 -0.4965 -0.1687 -0.222 -0.716 -1.277 0.085
C -2.0316 4.2959 -1.5337 -0.244 -2.767 1.301 -0.372
C -2.7279 2.8450 0.1581 0.275 -1.012 -1.305 -0.223
C -1.7644 3.2178 -2.3820 -0.352 1.178 -0.153 -0.629
C -2.0436 1.9339 -1.9707 -0.318 -0.886 1.091 -0.199
C -2.5301 1.7062 -0.6584 0.125 1.211 0.434 -0.152
C -3.4053 0.2652 1.3540 0.140 0.435 -0.224 -2.072
C -3.9759 -0.2809 -0.9792 0.882 -0.592 -0.559 -1.642
C 3.1447 -2.0644 1.6702 -0.251 -0.589 0.230 -1.402
C 3.0308 -1.9977 -0.8063 1.573 0.031 -0.662 -1.279
C 3.5835 0.0535 0.4731 0.786 -0.058 0.443 -1.467
C 0.9534 -2.2770 0.4333 -1.665 -0.798 -0.592 -1.326
C 1.4440 -0.2364 1.8298 1.126 0.493 -0.671 -1.712
C 1.3644 -0.0906 -0.6473 -0.154 -1.566 -0.397 -1.446
C -2.8622 0.3273 -0.1064 -0.213 -0.370 0.992 2.286
C 2.4248 -2.6391 0.4016 0.530 0.271 1.270 0.389
C 2.9604 -0.5382 1.7694 -0.260 -0.566 -0.916 0.361
C 2.8479 -0.4948 -0.7470 -0.327 0.384 0.194 0.459
C 0.7380 -0.7618 0.5738 1.276 0.068 0.122 1.132
H -1.8132 5.2785 -1.8582 -0.040 1.006 0.037 0.398
H -3.1143 2.6991 1.1715 0.228 0.440 -0.333 0.401
H -1.4247 3.4988 -3.3728 0.127 -0.553 -0.073 0.392
H -1.8923 1.0749 -2.6207 0.065 0.164 0.006 0.399
H -3.6607 -0.7852 1.6271 0.123 0.772 -0.322 0.393
H -4.2979 0.9166 1.4576 0.425 -0.539 0.004 0.485
H -2.6325 0.6167 2.0361 -0.100 -0.017 0.210 0.435
H -3.7756 -0.1495 -2.0504 -0.086 -0.033 0.305 0.286
H -4.0393 -1.3566 -0.7986 -0.105 0.085 0.021 0.424
H -4.9222 0.1818 -0.7324 -0.168 0.194 0.053 0.428
H 4.2122 -2.2991 1.5993 -0.037 -0.008 0.027 0.529
H 2.7688 -2.5800 2.5805 0.085 0.320 -0.434 0.435
H 4.1401 -2.1952 -0.8596 -0.923 0.045 0.109 0.446
H 2.6239 -2.3818 -1.7351 -0.300 -0.210 -0.175 0.487
H 4.6766 -0.1969 0.4119 -0.854 0.055 0.131 0.484
H 3.5401 1.1377 0.4920 -0.143 0.314 -0.002 0.476
H 0.4598 -2.6496 -0.5021 0.455 0.527 0.582 0.428
H 0.4123 -2.8214 1.2119 0.153 0.162 0.354 0.481
H 1.3121 0.8521 1.9383 -0.215 -0.289 -0.214 0.416
H 1.0299 -0.7020 2.6943 -0.445 -0.413 0.768 0.535
H 1.2724 0.9566 -0.5546 -0.100 1.391 0.051 0.579
H 0.8338 -0.4187 -1.5503 0.079 0.111 0.151 0.532
H 2.5747 -3.7271 0.3779 -0.223 0.203 0.024 0.274
H 3.4343 -0.1392 2.6692 0.103 -0.041 -0.119 0.329
H 3.2241 -0.0852 -1.6780 0.295 0.328 -0.067 0.275

No. 6
86
Properties=species:S:1:pos:R:3:forces:R:3:mulliken_charge:R:1 method="wB97M-V/def2-TZVPD" smiles="C=C1N(c2c(C)cc(C)cc2C)C=CN1c1c(C)cc(C)cc1C.O=C(/N=N/C(=O)OCc1ccccc1)OCc1ccccc1" orbital_gap_ev=4.98 lumo_ev=-1.5 largest_force_ev_per_a=4.06
C -2.1620 -3.5277 5.6035 0.084 0.107 0.429 -1.597
C -2.2189 -3.9077 4.1653 0.003 -0.040 -0.226 1.039
C -3.4329 -4.1119 3.5273 0.433 -0.049 0.064 -0.716
C -3.4967 -4.4452 2.1853 0.515 -0.028 -0.462 1.027
C -4.8194 -4.6239 1.5364 -0.471 -0.112 -0.433 -1.953
C -2.3080 -4.5958 1.4546 -0.032 0.244 -0.051 -0.895
N -2.3437 -4.8940 0.0412 0.035 -0.350 -0.326 0.536
C -1.6514 -4.1264 -0.9277 0.713 0.033 0.412 0.830
C -1.2786 -2.8442 -0.7632 -0.351 -0.462 -0.292 -2.125
N -1.3176 -5.0088 -1.9919 -0.381 -0.295 0.005 0.548
C -0.1258 -4.8873 -2.8021 0.114 0.351 0.197 -0.185
C 0.9578 -5.7656 -2.6104 -0.327 0.258 -0.066 1.621
C 0.8639 -6.9395 -1.7045 0.108 -0.412 0.410 -1.570
C 2.1409 -5.5466 -3.2908 -0.234 0.173 -0.177 -1.042
C 2.2942 -4.4820 -4.1605 -0.245 0.109 0.013 0.636
C 3.5934 -4.2791 -4.8595 0.339 0.173 -0.243 -1.493
C 1.2116 -3.6426 -4.3714 0.325 -0.337 0.146 -1.062
C 0.0013 -3.8362 -3.7266 -0.292 -0.407 0.341 0.687
C -1.1591 -2.9708 -4.0750 -0.317 0.378 -0.123 -1.392
C -1.9571 -6.2442 -1.7147 -0.046 0.159 0.860 -1.204
C -2.5403 -6.1874 -0.5014 0.521 0.223 -0.634 -0.339
C -1.0742 -4.4145 2.0992 -0.204 -0.174 -0.291 1.904
C 0.2084 -4.6359 1.3827 0.557 0.000 -0.044 -1.164
C -1.0530 -4.0665 3.4353 -0.347 0.053 -0.009 -1.382
H -1.1290 -3.4038 5.9399 -0.132 -0.007 -0.033 0.337
H -2.6847 -2.5832 5.7715 -0.014 -0.071 0.091 0.353
H -2.6264 -4.2993 6.2217 -0.033 0.101 0.063 0.354
H -4.3435 -4.0045 4.0916 -0.304 0.042 0.091 0.457
H -4.7149 -4.8580 0.4777 -0.049 0.031 0.051 0.363
H -5.3680 -5.4402 2.0085 -0.108 0.039 0.014 0.351
H -5.4145 -3.7126 1.6142 -0.062 -0.049 0.068 0.384
H -0.6318 -2.3485 -1.4516 0.179 0.114 -0.302 0.453
H -1.6162 -2.2822 0.0806 -0.078 0.082 0.401 0.280
H 1.8344 -7.4161 -1.5618 0.033 0.096 -0.088 0.389
H 0.4947 -6.6482 -0.7245 -0.125 -0.118 0.000 0.148
H 0.1908 -7.6910 -2.1155 0.019 -0.073 0.131 0.324
H 2.9670 -6.2194 -3.1399 0.205 -0.221 0.102 0.407
H 3.5683 -3.3953 -5.5006 0.021 -0.073 0.038 0.355
H 4.4013 -4.1475 -4.1350 0.016 -0.042 -0.097 0.336
H 3.8315 -5.1440 -5.4845 0.072 0.070 0.042 0.335
H 1.3176 -2.8242 -5.0611 -0.056 0.241 -0.223 0.313
H -0.9053 -2.2753 -4.8770 0.047 -0.108 -0.016 0.407
H -1.9991 -3.5802 -4.4086 -0.085 0.004 0.048 0.304
H -1.4959 -2.3748 -3.2297 -0.164 -0.053 0.030 0.330
H -1.9173 -7.1059 -2.3611 0.023 0.295 -0.163 0.602
H -3.0422 -6.9959 0.0057 -0.143 0.295 0.140 0.524
H 1.0661 -4.5067 2.0426 -0.071 -0.089 0.153 0.439
H 0.2399 -5.6496 0.9888 0.050 -0.058 -0.116 0.072
H 0.3367 -3.9362 0.5584 -0.031 -0.087 -0.070 0.361
H -0.1041 -3.9150 3.9174 0.293 0.027 0.140 0.313
C 2.2361 5.4252 -3.5595 0.272 0.213 -0.151 -0.391
C 2.3066 4.1748 -4.1331 0.111 -0.016 -0.255 -0.587
C 1.6054 3.1232 -3.5827 -0.190 -0.285 0.118 -0.423
C 0.8255 3.3130 -2.4531 0.270 -0.192 0.405 0.588
C 0.1006 2.1827 -1.7874 -0.630 -0.060 -1.376 -0.683
O 0.5393 1.9979 -0.4646 -0.140 -0.873 1.490 -0.245
C -0.0928 0.9351 0.1010 -0.491 0.431 -2.976 0.742
N 0.3616 0.6082 1.3747 -0.261 -0.686 2.801 -0.220
N 1.5345 0.8722 1.5752 1.764 1.430 -3.366 0.024
C 2.1017 0.6870 2.8276 -0.442 -1.189 3.069 0.558
O 1.4369 0.3425 3.7773 0.539 0.275 -0.246 -0.489
O 3.4377 0.9356 2.8995 -1.905 0.070 -1.981 -0.260
C 3.8913 0.7740 4.2173 0.224 -0.347 1.576 -0.737
C 5.3622 1.0311 4.3363 -0.126 -0.128 -0.534 0.619
C 6.2479 0.0383 4.7218 -0.338 -0.097 0.019 -0.446
C 7.6023 0.2891 4.7716 0.178 -0.183 0.119 -0.582
C 8.0843 1.5344 4.4329 0.365 -0.027 -0.045 -0.386
C 7.2152 2.5241 4.0299 -0.016 0.289 -0.107 -0.518
C 5.8621 2.2701 3.9807 -0.125 0.175 -0.026 -0.352
O -0.9647 0.3054 -0.4569 0.868 0.482 1.084 -0.488
C 0.7771 4.5702 -1.8801 -0.140 0.052 0.157 -0.379
C 1.4756 5.6228 -2.4288 -0.094 0.209 0.218 -0.536
H 2.7997 6.2411 -3.9778 0.091 0.180 -0.115 0.373
H 2.9239 4.0158 -5.0023 0.063 -0.041 -0.148 0.385
H 1.6758 2.1443 -4.0239 0.003 -0.269 -0.097 0.384
H -0.9785 2.3748 -1.7545 0.106 -0.046 -0.178 0.346
H 0.2560 1.2343 -2.3155 -0.111 0.273 -0.148 0.345
H 3.3234 1.4761 4.8391 0.113 -0.186 0.108 0.361
H 3.6308 -0.2434 4.5310 0.154 0.204 0.195 0.400
H 5.8749 -0.9403 4.9689 -0.116 -0.252 0.072 0.333
H 8.2855 -0.4948 5.0559 0.081 -0.110 0.078 0.385
H 9.1437 1.7237 4.4527 0.216 0.052 0.040 0.373
H 7.5936 3.4886 3.7341 0.051 0.168 -0.015 0.377
H 5.1798 3.0294 3.6397 -0.147 0.238 -0.059 0.374
H 0.2036 4.7096 -0.9801 -0.167 0.093 0.213 0.377
H 1.4399 6.5938 -1.9635 -0.031 0.171 0.067 0.378